1.
Here is the molecule C5H10O2S at a distorted geometry from OMol25. Energies are from ωB97M-V/def2-TZVPD.

Values from the calculation:
ΔE to the lowest compared entry with this formula, charge and spin, eV: 0.440
E_LUMO, Eh: 0.0268
HOMO-LUMO gap, eV: 9.4

```
18
Properties=species:S:1:pos:R:3:forces:R:3
C -2.714 -1.462 -0.960 -0.8 -1.3 0.3
S -1.149 -2.026 -0.282 0.6 0.8 0.5
C -0.620 -0.741 0.965 0.4 -0.3 -1.0
C 0.807 -0.305 0.615 0.4 1.7 -0.2
C 0.727 1.044 -0.216 0.3 -1.9 0.9
C 2.053 1.747 -0.403 0.1 -0.5 0.9
O 2.305 2.564 -1.231 0.2 0.4 -0.4
O 2.950 1.357 0.561 -1.2 -0.5 -0.1
H -3.117 -2.447 -1.222 -0.4 0.2 0.0
H -3.333 -1.085 -0.147 -0.1 0.2 -0.2
H -2.818 -0.897 -1.886 0.8 0.5 0.3
H -0.674 -1.088 1.993 -0.1 -0.5 -0.1
H -1.273 0.132 0.903 -0.2 -0.2 -0.1
H 1.408 -0.106 1.504 -0.2 -0.1 0.1
H 1.394 -0.999 0.020 -0.3 -0.4 0.1
H 0.049 1.658 0.373 0.1 0.5 -0.4
H 0.286 0.742 -1.166 0.0 0.7 -0.1
H 3.719 1.912 0.578 0.7 0.7 -0.4
```
Forces are in eV/Å.


2.
Here is the molecule C2H3N2OP at a distorted geometry from OMol25. Energies are from ωB97M-V/def2-TZVPD.

Values from the calculation:
ΔE to the lowest compared entry with this formula, charge and spin, eV: 3.370
E_LUMO, Eh: -0.0035
HOMO-LUMO gap, eV: 9.1

```
9
Properties=species:S:1:pos:R:3:forces:R:3
O 2.763 0.837 -0.243 0.8 1.8 0.1
C 2.477 -0.291 -0.045 -2.0 -0.8 -1.1
N 1.169 -0.739 0.252 3.4 -3.2 0.2
N 0.102 -0.218 0.186 -0.8 2.2 1.0
C -0.943 0.257 0.421 -0.3 0.3 -0.4
P -2.561 -0.165 -0.062 -2.3 0.2 1.1
H 3.126 -1.146 -0.242 0.2 -0.1 0.5
H -2.742 0.746 -1.073 0.1 0.5 -0.9
H -3.390 0.719 0.806 1.0 -0.9 -0.5
```
Forces are in eV/Å.


3.
Here is a structure of composition C24H43BN6O3PSe3SnTe from OMol25. Energies are from ωB97M-V/def2-TZVPD.

Values from the calculation:
ΔE to the lowest compared entry with this formula, charge and spin, eV: 0.080
Charge: +1
E_LUMO (spin up / spin down), Eh: -0.1666 / -0.1632
HOMO-LUMO gap (spin up / spin down), eV: 6.1 / 6.3

```
83
Properties=species:S:1:pos:R:3:forces:R:3
Sn -0.602 0.280 0.937 -0.2 -0.1 0.1
C 3.018 -2.334 3.595 0.0 0.0 0.0
C 2.521 -1.229 2.659 0.0 0.0 -0.1
C 3.632 -0.211 2.398 0.0 -0.1 0.0
C 1.950 -1.849 1.410 0.0 0.0 0.2
C 2.464 -2.887 0.623 0.0 0.0 0.0
C 1.442 -3.223 -0.244 0.0 0.0 0.1
N 0.394 -2.426 -0.007 -0.1 -0.2 0.1
N 0.700 -1.588 1.019 -0.1 0.1 -0.5
B -1.097 -2.633 -0.420 0.1 0.0 0.0
N -1.606 -1.533 -1.382 0.1 0.0 0.1
C -2.191 -1.680 -2.578 -0.1 0.0 0.1
C -2.842 -0.511 -2.900 0.0 0.0 0.0
C -2.624 0.347 -1.815 0.0 0.1 0.0
N -1.862 -0.280 -0.912 0.2 -0.1 0.0
C -3.271 1.690 -1.598 0.0 0.0 0.0
C -2.992 2.669 -2.736 -0.1 -0.1 0.0
C -2.929 2.320 -0.254 0.0 0.0 -0.1
N -1.932 -2.550 0.879 -0.1 0.1 0.0
C -2.736 -3.490 1.394 0.1 0.0 0.0
C -3.321 -2.995 2.536 -0.1 0.0 0.0
C -2.827 -1.691 2.668 0.1 0.0 0.0
N -1.989 -1.431 1.660 0.0 -0.1 -0.1
C -3.116 -0.748 3.801 0.0 0.0 0.0
C -2.915 0.724 3.461 -0.1 0.0 0.0
C -2.285 -1.136 5.031 0.0 0.0 0.0
H 3.209 -1.924 4.587 0.0 0.0 0.0
H 3.954 -2.758 3.225 0.0 0.0 0.0
H 2.293 -3.142 3.690 0.0 0.0 0.0
H 1.690 -0.719 3.156 0.0 0.0 0.0
H 4.377 -0.617 1.710 0.0 0.0 0.0
H 4.138 0.035 3.333 0.0 0.0 0.0
H 3.246 0.716 1.979 -0.1 0.0 -0.1
H 3.426 -3.363 0.709 0.0 0.0 0.0
H 1.378 -4.008 -0.981 0.0 0.0 0.0
H -1.226 -3.710 -0.931 0.0 0.1 0.0
H -2.139 -2.623 -3.097 0.0 0.0 0.0
H -3.429 -0.311 -3.780 0.0 0.0 0.0
H -4.345 1.481 -1.608 0.0 0.0 0.1
H -1.933 2.912 -2.774 0.2 0.0 0.0
H -3.553 3.591 -2.579 0.0 0.0 0.0
H -3.287 2.258 -3.702 0.0 0.0 0.0
H -1.888 2.655 -0.229 0.0 0.0 0.0
H -3.104 1.627 0.573 0.0 0.0 0.0
H -3.547 3.201 -0.079 0.0 0.0 0.0
H -2.831 -4.449 0.912 0.0 0.0 0.0
H -4.015 -3.495 3.189 0.0 0.0 0.0
H -4.171 -0.891 4.045 0.0 0.0 0.0
H -1.857 0.965 3.334 0.0 0.0 0.0
H -3.273 1.347 4.282 0.0 0.0 0.0
H -3.459 1.018 2.561 0.0 0.0 0.0
H -1.228 -0.915 4.860 0.0 0.0 0.0
H -2.376 -2.199 5.256 0.0 0.0 0.0
H -2.611 -0.572 5.905 0.0 0.0 0.0
Se 0.975 1.820 4.082 0.0 0.1 0.0
Se -0.123 3.486 5.019 0.1 -0.3 0.3
Te -0.689 5.113 3.135 0.0 0.1 -0.4
Se 0.248 4.063 1.242 0.0 0.1 0.1
C 1.744 -1.587 -3.770 0.0 0.0 0.0
C 2.785 -1.076 -2.798 0.0 0.0 0.1
O 2.619 0.322 -2.495 0.2 0.0 -0.2
P 1.322 0.853 -1.694 -0.2 0.1 0.3
O 0.351 1.414 -2.828 -0.1 0.1 -0.1
C 0.831 2.334 -3.849 0.0 -0.1 0.1
C 0.301 1.892 -5.189 0.0 0.0 -0.1
O 1.924 2.261 -1.156 0.1 -0.1 -0.1
C 3.155 2.222 -0.408 0.0 0.1 0.0
C 4.253 2.917 -1.174 0.0 0.1 0.0
H 1.947 -2.631 -4.013 0.0 0.0 0.0
H 1.764 -1.011 -4.696 0.0 0.0 0.0
H 0.739 -1.520 -3.347 0.0 0.0 0.0
H 3.785 -1.160 -3.215 0.0 0.0 0.0
H 2.762 -1.638 -1.863 0.0 0.0 0.0
H 1.921 2.345 -3.836 0.0 0.0 0.0
H 0.479 3.328 -3.577 0.0 0.0 0.0
H 0.719 0.927 -5.477 0.0 0.0 0.0
H 0.574 2.625 -5.949 0.0 0.0 0.0
H -0.784 1.804 -5.170 0.0 0.0 0.0
H 3.425 1.184 -0.202 0.0 0.0 0.0
H 2.957 2.715 0.543 0.0 0.0 0.1
H 4.441 2.414 -2.122 0.0 0.0 0.0
H 5.172 2.915 -0.586 0.0 0.0 0.0
H 3.978 3.953 -1.375 0.0 0.0 0.0
```
Forces are in eV/Å.


4.
Here is a structure of composition C24H42I2N4O3P2PbS3 from OMol25. Energies are from ωB97M-V/def2-TZVPD.

Values from the calculation:
ΔE to the lowest compared entry with this formula, charge and spin, eV: 0.748
E_LUMO, Eh: 0.0128
HOMO-LUMO gap, eV: 7.2

```
81
Properties=species:S:1:pos:R:3:forces:R:3
Pb -0.167 0.257 1.238 0.4 -0.1 0.0
C -0.422 2.358 4.692 0.2 0.0 0.0
C 0.901 3.094 4.468 0.0 0.1 0.0
S 1.633 2.850 2.814 -0.1 0.1 0.1
C 3.359 2.429 3.193 -0.1 0.1 0.0
C 3.591 1.197 4.051 0.0 -0.2 0.0
S 2.841 -0.300 3.342 0.0 0.1 0.1
C 1.882 -0.988 4.712 0.1 0.2 0.1
C 0.842 -0.100 5.395 0.0 0.0 -0.1
S -0.474 0.582 4.322 0.0 0.0 0.1
H -1.202 2.782 4.055 0.0 -0.1 0.0
H -0.738 2.518 5.727 0.0 0.0 -0.1
H 1.636 2.788 5.209 0.1 -0.1 0.0
H 0.725 4.165 4.629 0.1 -0.2 -0.1
H 3.857 3.291 3.646 -0.1 0.0 0.0
H 3.816 2.282 2.213 -0.1 0.0 -0.1
H 3.201 1.345 5.054 -0.1 0.0 0.1
H 4.672 1.062 4.161 -0.1 -0.1 0.0
H 2.561 -1.369 5.479 0.0 0.1 0.0
H 1.375 -1.851 4.267 0.2 0.2 0.1
H 1.306 0.734 5.919 0.0 0.1 0.0
H 0.352 -0.715 6.153 -0.1 0.0 -0.1
I -2.813 -1.078 1.802 -0.5 0.1 0.1
C -3.847 0.488 0.833 0.0 -0.3 0.1
C -5.181 0.321 0.612 0.0 -0.1 0.0
C -5.937 1.340 0.013 0.0 0.1 -0.1
C -5.334 2.507 -0.336 0.0 0.0 0.0
C -3.952 2.700 -0.113 -0.1 0.0 0.0
C -3.344 3.918 -0.480 0.1 0.2 -0.1
C -2.013 4.114 -0.283 -0.1 0.1 -0.1
C -1.232 3.089 0.281 -0.2 -0.3 0.1
C -1.760 1.880 0.668 -0.1 -0.1 0.0
C -3.164 1.678 0.474 0.2 0.1 0.1
H -5.670 -0.596 0.901 0.0 -0.1 0.1
H -6.989 1.191 -0.155 -0.2 0.0 0.0
H -5.902 3.306 -0.788 -0.1 0.1 -0.1
H -3.960 4.688 -0.923 0.0 0.1 0.0
H -1.549 5.047 -0.568 0.0 0.1 0.0
H -0.178 3.273 0.379 0.4 0.0 0.1
C 2.268 0.220 -4.741 0.0 0.0 -0.3
N 2.032 0.641 -3.380 -0.6 -0.2 0.0
C 3.237 0.809 -2.610 0.3 0.1 0.3
P 0.676 0.119 -2.596 -0.1 -0.6 -0.6
O 0.559 0.713 -1.264 0.2 0.5 0.6
O 0.824 -1.509 -2.535 -0.2 0.0 0.1
P 0.290 -2.484 -1.308 0.4 -0.3 -0.5
O -0.625 -1.785 -0.393 -0.2 0.1 -0.1
N 1.706 -3.012 -0.663 -0.5 0.3 -0.4
C 1.731 -3.296 0.763 -0.1 -0.1 0.1
C 3.008 -2.899 -1.262 0.3 0.1 -0.3
N -0.478 -3.751 -2.036 0.5 0.6 0.4
C -1.915 -3.835 -2.090 -0.3 0.1 0.0
C 0.220 -4.636 -2.925 0.2 -0.2 -0.2
N -0.617 0.390 -3.582 0.6 -0.3 0.3
C -1.199 -0.620 -4.426 0.0 -0.4 -0.3
C -1.569 1.398 -3.171 -0.2 0.4 0.2
H 2.928 0.939 -5.233 0.0 -0.1 0.0
H 1.329 0.198 -5.286 -0.1 0.0 -0.1
H 2.736 -0.772 -4.790 0.0 0.0 0.0
H 3.842 1.596 -3.065 0.0 0.0 0.1
H 3.829 -0.110 -2.581 0.1 -0.1 0.0
H 2.974 1.102 -1.597 0.1 0.0 0.1
H 0.725 -3.366 1.165 0.0 -0.1 0.0
H 2.249 -2.493 1.296 0.0 0.0 0.1
H 2.253 -4.238 0.939 0.0 0.0 0.1
H 2.928 -2.686 -2.326 0.1 0.0 0.0
H 3.556 -3.838 -1.134 0.0 0.0 0.0
H 3.588 -2.100 -0.787 0.0 0.0 0.0
H -2.336 -3.188 -1.329 -0.2 0.1 0.1
H -2.219 -4.863 -1.892 -0.1 -0.1 0.0
H -2.300 -3.547 -3.072 -0.1 0.0 -0.1
H 1.286 -4.586 -2.734 0.2 0.0 0.0
H 0.039 -4.386 -3.976 0.0 0.0 0.0
H -0.103 -5.665 -2.756 0.0 0.0 0.0
H -0.449 -1.348 -4.733 -0.1 0.0 0.0
H -1.611 -0.147 -5.322 0.0 -0.1 0.0
H -2.008 -1.147 -3.910 -0.1 -0.1 0.0
H -1.098 2.098 -2.488 -0.1 0.1 0.0
H -2.416 0.936 -2.656 -0.1 0.1 0.0
H -1.929 1.932 -4.051 0.0 0.1 0.0
I -0.660 -3.061 3.480 -0.4 -0.3 0.1
```
Forces are in eV/Å.